Entry 1:
{
  "formula": "C21H12I2N3OY",
  "method": "ωB97M-V/def2-TZVPD",
  "total_charge": 2,
  "homo_lumo_gap_ha": 0.2275,
  "total_energy_ha": -1680.29926,
  "de_lowest_kcal_mol": 0.7,
  "spin_multiplicity": 1,
  "homo_ev": -13.32,
  "symbols": ["Y", "I", "C", "C", "C", "I", "C", "C", "C", "C", "N", "C", "C", "O", "H", "H", "H", "H", "C", "C", "N", "C", "C", "C", "C", "C", "C", "C", "C", "C", "N", "C", "H", "H", "H", "H", "H", "H", "H", "H"],
  "coordinates": [[0.1779, -0.1523, 0.0000], [0.1355, 5.1159, 0.0000], [1.7451, 3.8273, 0.0000], [3.0534, 4.3911, 0.0000], [4.1699, 3.6076, 0.0000], [6.0282, 4.5156, 0.0000], [4.0317, 2.1818, 0.0000], [5.1132, 1.2823, 0.0000], [4.9024, -0.0745, 0.0001], [3.5898, -0.5355, 0.0001], [2.5272, 0.2627, 0.0000], [2.7354, 1.6303, 0.0000], [1.5946, 2.4759, 0.0000], [0.3868, 1.8323, 0.0000], [3.1426, 5.4683, 0.0000], [6.1191, 1.6828, 0.0000], [5.7200, -0.7796, 0.0001], [3.3913, -1.6022, 0.0001], [-4.4272, 0.4244, 0.0000], [-3.0440, 0.6164, 0.0000], [-2.1793, -0.3935, 0.0000], [-2.6478, -1.6781, 0.0000], [-4.0159, -1.9534, 0.0000], [-4.9059, -0.8596, 0.0000], [-4.4793, -3.3130, 0.0000], [-3.6033, -4.3358, 0.0000], [-2.1882, -4.0870, 0.0000], [-1.2495, -5.1368, 0.0000], [0.0938, -4.8625, 0.0000], [0.4921, -3.5262, 0.0000], [-0.3605, -2.5071, 0.0000], [-1.7028, -2.7761, 0.0000], [-5.0850, 1.2810, 0.0000], [-2.6188, 1.6144, 0.0000], [-5.9734, -1.0438, 0.0000], [-5.5459, -3.4955, 0.0000], [-3.9480, -5.3614, 0.0000], [-1.6006, -6.1615, 0.0000], [0.8352, -5.6479, -0.0001], [1.5484, -3.2794, -0.0001]]
}

=====

Entry 2:
{
  "formula": "C5H8N2",
  "method": "ωB97M-V/def2-TZVPD",
  "homo_lumo_gap_ha": 0.3172,
  "total_energy_ha": -304.81859,
  "de_lowest_kcal_mol": 10.6,
  "spin_multiplicity": 1,
  "smiles": "Cc1c[nH]c(N)c1",
  "homo_ev": -7.60,
  "symbols": ["C", "C", "C", "N", "C", "N", "C", "H", "H", "H", "H", "H", "H", "H", "H"],
  "coordinates": [[-2.3356, -0.2299, -0.0602], [-0.9176, 0.1557, 0.2604], [-0.3240, 1.3409, -0.1020], [1.0374, 1.1542, -0.0922], [1.3268, -0.1340, 0.2532], [2.6434, -0.5879, -0.0098], [0.1382, -0.7567, 0.5642], [-2.3844, -0.4327, -1.1395], [-2.6550, -1.1478, 0.4427], [-3.0625, 0.5608, 0.1489], [-0.7603, 2.2987, -0.3463], [1.7352, 1.8004, -0.4226], [2.8609, -1.4345, 0.5019], [2.6708, -0.8437, -0.9956], [0.0265, -1.7436, 0.9968]]
}